[1]
{
  "formula": "C5H4FNS",
  "method": "ωB97M-V/def2-TZVPD",
  "lumo_ev": 0.43,
  "relative_energy_ev": 2.7943,
  "smiles": "C#C[C@@]1(F)CNC1=S",
  "symbols": ["C", "C", "C", "F", "C", "N", "C", "S", "H", "H", "H", "H"],
  "xyz": [[-2.22, 1.20, 1.37], [-1.52, 0.47, 0.74], [-0.65, -0.42, -0.03], [-0.68, -1.68, 0.46], [-0.82, -0.37, -1.58], [0.53, 0.16, -1.61], [0.78, 0.10, -0.29], [2.07, 0.43, 0.64], [-2.82, 1.86, 1.93], [-0.92, -1.36, -2.01], [-1.59, 0.32, -1.97], [1.14, 0.44, -2.38]],
  "mulliken_charge": [0.50, -1.14, 1.12, -0.29, -0.75, -0.11, -0.22, -0.33, 0.43, 0.27, 0.32, 0.19]
}

=====

[2]
{
  "formula": "C4H2ClF",
  "method": "ωB97M-V/def2-TZVPD",
  "lumo_ev": 0.81,
  "relative_energy_ev": 0.3000,
  "smiles": "C#C/C(Cl)=C/F",
  "symbols": ["C", "C", "C", "Cl", "C", "F", "H", "H"],
  "xyz": [[1.55, 1.13, -1.13], [0.85, 0.41, -0.46], [-0.08, -0.55, 0.23], [0.68, -2.03, 0.64], [-1.32, -0.26, 0.54], [-2.08, -1.19, 1.09], [2.29, 1.84, -1.30], [-1.89, 0.65, 0.39]],
  "mulliken_charge": [0.05, -0.41, 0.01, -0.15, -0.05, -0.22, 0.40, 0.37]
}

=====

[3]
{
  "formula": "C5H4NO4S",
  "method": "ωB97M-V/def2-TZVPD",
  "charge": -1,
  "lumo_ev": 3.34,
  "relative_energy_ev": 1.6469,
  "symbols": ["C", "C", "C", "C", "C", "N", "O", "O", "O", "O", "S", "H", "H", "H", "H"],
  "xyz": [[-2.26, -2.05, -1.56], [-1.26, -1.52, -2.39], [1.09, -1.73, -0.03], [-0.06, 0.82, 0.09], [-0.26, -1.22, 0.00], [-1.03, -1.55, -1.06], [1.74, -1.59, -1.25], [-3.33, -2.59, -1.28], [-0.68, -1.33, -3.45], [1.65, -2.08, 1.01], [0.59, 1.52, -1.37], [-1.06, 0.98, 0.27], [0.51, 0.74, 0.89], [-0.75, -1.36, 0.95], [1.08, -1.20, -1.79]],
  "mulliken_charge": [0.31, 0.44, 0.56, -0.65, -0.42, 0.12, -0.46, -0.62, -0.62, -0.64, -0.40, 0.32, 0.37, 0.41, 0.26]
}